The following is a quantum chemistry calculation of a molecular structure, C63H140Cl4CuN7 at a distorted geometry, from the OMol25 dataset.

E: -6347.19437 hartree
HOMO energy (alpha / beta): -18.3 / -18.2 eV
charge: +5
orbital gap (alpha / beta): 9.509 / 6.909 eV
2S+1: 2

Geometry as XYZ:
```
215
Properties=species:S:1:pos:R:3:forces:R:3
Cu 0.44227 0.27420 0.78785 0.2500 0.5952 0.6264
C 3.51552 -7.20641 0.48468 0.0666 0.6740 1.1787
C 2.69084 -6.13189 -0.18009 0.5739 -0.9075 -1.7451
C 1.30845 -6.04403 0.43878 -1.7716 1.0983 -1.6230
C 0.38849 -5.35603 -0.62375 -1.0133 0.4186 -0.1193
N -1.11979 -5.12676 -0.21740 0.3044 -0.1430 -0.0353
C -1.90416 -4.16733 -1.13257 0.4323 -0.7280 -2.8832
C -2.26081 -2.93636 -0.42589 0.2527 0.7262 0.6334
C -2.43976 -3.47782 0.98741 0.7206 1.0150 1.4672
C -1.26959 -4.45633 1.15338 0.2166 -0.2945 -0.4049
C -1.84960 -6.47246 -0.22602 -0.5594 1.5216 0.2445
H 3.46292 -6.88870 1.52602 0.1533 -0.8917 0.5462
H 4.58372 -7.24433 0.27111 -0.2092 0.0507 -0.5072
H 3.03299 -8.16493 0.29363 0.2813 -0.0800 0.4094
H 2.60159 -6.50091 -1.20183 -0.6227 -0.0393 -0.3565
H 3.24341 -5.21761 -0.39659 -0.3005 0.4912 0.9840
H 1.22911 -5.45982 1.35557 0.3922 -0.1767 0.0665
H 0.84422 -7.02274 0.56008 0.5487 -0.2571 0.4482
H 0.25350 -5.94006 -1.53413 0.4054 -0.3264 0.0986
H 0.79101 -4.39656 -0.94856 -0.1268 0.2681 0.3830
H -2.80329 -4.56614 -1.60227 -0.1377 -1.1774 0.9351
H -1.40238 -3.91610 -2.06702 1.1138 -0.3506 0.2182
H -3.09076 -2.41867 -0.90679 -0.5083 -0.4235 0.3737
H -1.46865 -2.20095 -0.56638 0.3942 0.0313 0.8291
H -3.42292 -3.87440 1.24083 0.0433 -0.2402 -0.4012
H -2.23733 -2.68340 1.70575 -0.2923 0.1839 0.1115
H -1.28798 -5.23920 1.91158 -0.7437 -0.0534 -0.0556
H -0.34172 -3.93589 1.39065 0.0242 0.4523 -0.5367
H -1.45242 -7.15227 0.52776 0.2486 -0.0070 -0.4530
H -1.90862 -6.81736 -1.25833 0.3358 -0.3317 0.2682
H -2.85441 -6.17632 0.07526 -0.1292 -0.4498 0.0553
C 5.64470 1.40736 0.28889 -0.0667 0.2722 -0.3080
C 5.66066 0.96329 -1.19867 -1.1581 -0.4200 0.2980
C 4.58322 -0.10795 -1.50248 -0.4777 -0.6810 -0.8489
C 4.88109 -0.75952 -2.90051 -0.3087 -0.0508 -0.0740
N 3.88886 -1.82847 -3.42270 -1.2577 -1.8596 0.2303
C 3.73190 -2.90478 -2.34861 -0.4695 -0.1203 0.2852
C 3.52742 -4.29321 -3.01074 0.2385 -0.2210 -1.1243
C 3.71261 -4.11476 -4.59378 0.3028 2.0932 1.9396
C 4.43369 -2.73233 -4.60361 -0.4556 0.6613 -0.4045
C 2.44673 -1.30772 -3.72722 1.5922 0.2404 -0.0651
H 4.65310 1.68577 0.64571 -0.2905 0.0093 -0.3830
H 6.25838 2.29383 0.44908 0.1741 -0.1030 -0.1372
H 5.96857 0.65456 1.00757 0.2765 -0.2719 -0.3763
H 6.62931 0.59395 -1.53543 0.1450 0.0331 0.2842
H 5.38254 1.76706 -1.88035 0.3915 0.5056 0.2312
H 3.57052 0.28658 -1.58550 -0.0139 0.8206 -0.0498
H 4.39573 -0.77848 -0.66383 0.7558 -0.6142 -0.1244
H 5.86212 -1.22917 -2.97195 -0.0511 -0.2319 0.3611
H 4.92146 0.02069 -3.66060 -0.2548 0.1417 -0.0311
H 2.89180 -2.64005 -1.70655 -0.0235 0.1828 -0.0116
H 4.60390 -2.84257 -1.69757 0.1360 -0.2740 -0.3032
H 2.54305 -4.72981 -2.84199 -0.0518 0.2970 0.2006
H 4.23010 -4.98268 -2.54279 0.1355 -0.0607 -0.4071
H 2.74407 -3.98000 -5.07529 -0.0602 -0.1655 0.1074
H 4.27166 -4.82864 -5.19871 0.1180 -0.1653 0.5719
H 4.23002 -2.23878 -5.55389 0.2731 0.3664 0.1522
H 5.50871 -2.79764 -4.43578 -0.0984 -0.1099 -0.0023
H 1.72525 -2.11467 -3.85526 0.4810 -0.2672 -0.0478
H 2.53543 -0.73008 -4.64731 -0.1496 0.0526 0.0531
H 2.08944 -0.69140 -2.90224 0.2294 0.0331 0.0322
C -3.26045 -3.27576 5.00621 -0.6405 0.5465 -0.6145
C -1.89939 -3.03880 5.61715 0.0754 -0.1890 -0.6320
C -0.79675 -3.99131 5.08280 -0.5344 -1.1849 0.1663
C 0.49489 -3.75870 5.81825 1.2363 0.9771 -0.6922
N 1.76458 -4.65923 5.51053 0.2877 1.1149 -0.6958
C 1.71721 -6.10619 6.12422 0.9065 0.4864 -0.1925
C 2.97430 -6.33207 7.02120 -0.0747 2.1046 0.5204
C 3.95247 -5.23155 6.55464 0.3082 1.0000 -1.0407
C 3.02436 -3.99338 6.16776 -0.2816 -1.8459 1.1268
C 1.97658 -4.57935 3.94495 -1.2434 0.1161 1.5390
H -3.87678 -2.38958 5.15761 -0.1260 -0.0022 0.4448
H -3.81338 -4.12753 5.40227 0.2373 -0.0814 -0.0944
H -3.23036 -3.29195 3.91674 0.2044 -0.5216 -0.1551
H -2.08470 -2.98384 6.68987 0.7381 -0.3319 0.2180
H -1.57857 -2.05367 5.27848 -0.0096 0.1974 0.2003
H -0.77642 -3.85672 4.00133 0.4735 0.5277 -0.0840
H -1.00623 -5.05958 5.13778 -0.6837 -0.1703 0.5295
H 0.25168 -3.60949 6.87024 0.6013 -1.0223 0.3347
H 0.83271 -2.76130 5.53691 0.3637 0.1087 -0.1456
H 1.83504 -6.76453 5.26353 -0.8481 -0.1692 0.1758
H 0.79692 -6.12021 6.70815 -0.0420 -0.5996 -0.4825
H 3.32843 -7.35196 7.17120 0.0309 0.0198 -0.9272
H 2.77813 -6.02825 8.04946 -0.5731 -0.0175 0.0931
H 4.64796 -5.44897 5.74401 -0.7217 -0.5467 -0.8661
H 4.76705 -4.96764 7.22911 -0.7197 0.2786 0.9451
H 3.47862 -3.19719 5.57798 -0.1950 -0.3605 -0.3581
H 2.58069 -3.54305 7.05571 0.3856 0.0078 0.2325
H 1.85754 -3.52844 3.68131 0.8504 0.1746 0.1339
H 1.09955 -4.97765 3.43479 0.2228 -0.8252 0.3192
H 2.91765 -5.04683 3.65520 -0.1730 0.1475 0.1462
C 0.73153 7.07196 4.01661 0.6008 -0.4836 -0.0921
C -0.19654 6.00087 3.48674 -1.1077 -0.3554 -0.9733
C -0.43514 6.12682 1.93116 -0.5038 -0.7927 0.3402
C -1.27855 4.92958 1.35293 0.8931 0.8356 -0.2386
N -1.61281 5.02433 -0.13514 -1.7829 -1.1234 -0.8448
C -0.34779 5.05879 -1.00779 1.0387 1.7424 0.5799
C -0.13881 6.57952 -1.51816 0.0164 -2.0816 0.8607
C -1.42876 7.27112 -1.12425 -1.3030 0.1266 -0.5618
C -2.45161 6.22107 -0.47014 1.5837 1.9221 -0.5987
C -2.54907 3.79025 -0.37996 1.2747 -0.1168 -0.9048
H 1.16791 6.77243 4.96948 -0.0605 0.0120 0.0284
H 0.29669 8.05985 4.16856 -0.1064 -0.1201 -0.3403
H 1.54693 7.09307 3.29359 0.2757 0.5623 0.2057
H -1.17741 6.04836 3.95975 -0.2176 0.2132 0.0450
H 0.13467 4.99331 3.73817 0.5086 -0.0048 -0.2219
H 0.49185 6.18551 1.36078 0.3020 -0.1506 0.2942
H -0.90414 7.10017 1.78715 -0.3927 -0.0804 -0.1769
H -2.23894 4.78876 1.84882 0.1136 0.0767 0.1310
H -0.71489 3.99705 1.32499 0.1883 0.0083 0.8525
H -0.34950 4.37298 -1.85501 -0.6050 -0.1509 0.3239
H 0.49219 4.81347 -0.35791 -0.1577 -0.4703 -0.0497
H 0.16421 6.48383 -2.56082 -0.8255 0.3696 -0.2906
H 0.69871 7.14046 -1.10342 0.1361 -0.6401 0.5796
H -1.83658 7.69398 -2.04238 -0.5373 0.0672 0.2304
H -1.22022 8.12753 -0.48303 -0.1669 -0.2608 0.1922
H -3.25539 5.97275 -1.16323 0.2574 -0.1865 0.0156
H -2.89225 6.59005 0.45603 0.0042 0.0413 -0.1312
H -2.00116 2.89548 -0.08453 -0.2258 0.0440 0.4932
H -2.75176 3.63049 -1.43897 0.4559 0.5928 -0.3069
H -3.55363 3.88660 0.03197 0.5027 0.3513 0.7674
C 3.12328 5.00503 -2.54167 -0.1382 -0.9766 -0.9985
C 2.61395 3.50472 -2.71584 -0.0756 1.8261 0.2327
C 2.02118 3.10328 -4.08075 1.0751 -0.5444 -0.4768
C 1.11077 4.05693 -4.82653 -0.7156 -0.2342 -0.4500
N 0.45566 3.45177 -6.11204 -2.6932 -0.2022 0.3873
C 1.41403 3.11013 -7.23512 0.6994 0.6208 1.8593
C 0.57712 2.92711 -8.45270 0.3594 -1.0873 0.2614
C -0.49759 3.97499 -8.34672 0.6531 0.9075 0.4062
C -0.48616 4.47406 -6.87898 -0.0010 -0.8356 0.5682
C -0.47461 2.23870 -5.69568 1.2400 0.7388 -0.0958
H 2.42989 5.79214 -2.83790 -0.4906 -0.2427 -0.0458
H 3.94762 5.12071 -3.24537 0.2721 0.1454 0.1768
H 3.46474 5.29773 -1.54878 0.0468 -0.5600 0.0476
H 1.88089 3.24042 -1.95370 0.1608 -0.0378 0.2201
H 3.48297 2.85227 -2.63089 -0.0862 0.0105 0.4948
H 1.60110 2.12147 -3.86236 -0.7442 0.0493 -0.2244
H 2.86338 2.85267 -4.72573 0.1848 0.2512 -0.2700
H 1.59779 4.97649 -5.15106 0.2645 -0.1673 -0.0825
H 0.30129 4.37078 -4.16748 -0.3520 -0.0557 -0.2129
H 2.03112 2.31678 -6.81333 0.1170 -0.1804 -0.7187
H 1.99633 4.02922 -7.30068 0.3951 -0.1070 -0.1724
H 0.11829 1.94070 -8.38505 0.2390 -0.1888 -0.5910
H 1.15858 3.08655 -9.36077 -0.0220 -0.5766 0.0733
H -1.41864 3.50526 -8.69185 -0.2157 0.8331 0.0902
H -0.12469 4.79643 -8.95850 -0.9073 0.1306 -0.2388
H -1.49451 4.46361 -6.46519 0.1950 -0.1136 0.3894
H -0.05933 5.45791 -6.68414 0.0791 -0.0584 -0.4298
H -1.30820 2.05184 -6.37265 0.3036 0.5000 -0.3413
H -0.87969 2.46010 -4.70826 0.1583 0.0823 -0.0278
H 0.12707 1.33099 -5.64944 0.1136 0.1446 0.0852
C -4.57989 -0.06079 8.01607 -0.8188 -1.8484 -0.6324
C -3.48460 0.92774 8.08612 0.1136 0.5509 0.7178
C -2.44387 0.78152 6.99580 0.9111 0.1062 0.9269
C -1.16513 1.60603 7.33874 0.7473 -0.6927 -2.3365
N -0.18221 1.58375 6.10176 -0.5082 1.2003 -1.4632
C 0.06032 0.14870 5.47055 2.1340 0.8224 0.4640
C 1.61404 0.18480 5.04804 -0.7383 0.1477 0.3363
C 2.19472 1.58028 5.43822 -0.1788 -0.6640 0.7157
C 1.22555 2.12667 6.52975 0.1112 -1.7352 -0.7447
C -0.78303 2.51930 4.99529 0.6103 0.0579 1.6710
H -5.13176 -0.05531 7.07612 -0.2069 0.3084 -0.0277
H -5.28526 -0.06145 8.84707 0.0459 0.5001 -0.0702
H -4.14913 -1.06126 8.05598 0.1241 -0.2885 0.0130
H -3.01996 0.70856 9.04746 0.3009 0.6253 0.1767
H -3.92848 1.92326 8.09083 0.3600 0.2360 0.1306
H -2.90051 0.92036 6.01586 0.2831 0.4224 -0.0900
H -2.06709 -0.24082 7.02689 -0.3246 -0.2968 -0.1436
H -0.54362 1.10622 8.08171 -0.5238 0.0737 0.4011
H -1.25648 2.67116 7.55148 -0.3681 -0.1762 0.1817
H -0.55705 -0.19783 4.64177 -0.4073 1.2883 -0.2003
H -0.16404 -0.59208 6.23802 0.4989 0.3006 0.4134
H 1.82131 0.00647 3.99289 -0.6499 0.1332 -0.1837
H 2.11381 -0.65630 5.52855 0.1281 0.2250 0.4716
H 2.39276 2.17669 4.54762 -0.8837 0.3583 0.0276
H 3.20805 1.49959 5.83162 -0.1125 -0.2298 0.4401
H 1.34629 3.17713 6.79443 -0.8866 0.2175 -0.6648
H 1.37710 1.62694 7.48652 0.3652 -0.3056 -0.1158
H -1.75217 2.09245 4.73707 0.4801 0.1596 -0.6154
H -0.05197 2.78635 4.23218 -0.1139 -1.2215 -0.4776
H -0.90703 3.50765 5.43788 -0.4199 -0.1494 0.5898
C -5.24073 3.92741 -7.03526 0.7987 0.3832 0.5115
C -5.47436 2.49931 -6.60627 0.0564 -0.6634 -0.7581
C -4.63774 2.02770 -5.40676 -0.0376 -0.0632 0.3979
C -4.99384 0.62230 -5.02424 -0.0962 -1.3888 0.2828
N -4.02040 -0.08777 -4.00923 -1.2436 0.6537 1.1356
C -2.59632 -0.35206 -4.57665 -1.8849 0.0276 0.3231
C -2.40827 -1.82325 -4.31509 0.5865 -2.0677 -0.0721
C -3.76795 -2.60482 -4.22061 0.1618 3.1036 -0.5125
C -4.63731 -1.47968 -3.60683 0.7341 -0.1214 0.6265
C -3.90473 0.76566 -2.69286 -0.8977 -0.2027 -1.8538
H -5.79907 4.27923 -7.90278 -0.2738 -0.3044 0.2358
H -4.19069 4.05134 -7.30012 0.2250 0.0875 -0.0525
H -5.41624 4.57731 -6.17798 -0.1956 0.2936 -0.1592
H -5.21537 1.83733 -7.43259 0.0046 -0.1096 -0.2046
H -6.54477 2.33992 -6.47622 -0.0191 -0.0967 0.5025
H -4.77581 2.67825 -4.54316 -0.0649 0.2307 -0.0437
H -3.56672 1.96641 -5.59978 0.2193 0.6661 -0.4679
H -5.01470 -0.04714 -5.88419 0.3817 0.0126 -0.2267
H -6.01864 0.53527 -4.66327 0.1624 0.1123 0.6375
H -1.86736 0.28255 -4.07267 -0.1306 -0.0709 0.1781
H -2.67959 -0.05068 -5.62084 0.2504 -0.4311 -0.1060
H -1.90855 -2.04881 -3.37301 0.2642 0.6823 0.1651
H -1.77211 -2.27779 -5.07456 0.0383 0.0648 -0.1058
H -3.72145 -3.45708 -3.54269 -0.0732 -0.0662 -0.5203
H -4.14552 -2.77578 -5.22873 0.0331 -0.7524 0.2007
H -4.53468 -1.48864 -2.52171 -0.0158 -0.0904 -0.0090
H -5.70277 -1.59652 -3.80494 0.1151 0.6111 -0.3923
H -3.17824 0.29599 -2.02974 -0.0105 0.2796 -0.0833
H -4.90810 0.87409 -2.28103 0.0297 -0.5820 0.2337
H -3.69354 1.78245 -3.02396 0.7808 -0.2097 0.1951
Cl -1.70548 0.20930 2.17945 1.2790 0.0004 -0.8462
Cl 1.83792 -1.80369 0.91830 -0.7823 0.6099 -0.1171
Cl 1.72058 2.32020 1.58520 -1.1515 -1.3516 -0.5634
Cl -0.03548 0.60765 -1.67925 -0.0512 -0.0727 0.4829
```
Forces are in eV/Å.